DFT (wB97M-V/def2-TZVPD) results for 8 unconnected molecules or ions with the total composition C24H59N7O9Si in a non-equilibrium geometry.

CARTESIAN COORDINATES (ANGSTROEM)
C 2.2784 -1.0987 -1.0628
C 1.5894 -1.7744 -2.2798
O 2.1033 -3.0470 -2.6057
C 3.0433 -3.0101 -3.6686
Si 4.8623 -3.1192 -3.0567
O 5.9266 -2.5379 -4.2815
H 3.3582 -1.2589 -1.1140
H 2.0605 -0.0287 -1.0970
H 1.8820 -1.5513 -0.1516
H 1.5731 -1.0646 -3.1257
H 0.5378 -1.9029 -1.9936
H 2.9053 -2.1521 -4.3444
H 2.8989 -3.8934 -4.3140
H 5.2166 -4.5116 -2.6983
H 5.0500 -2.3226 -1.8375
H 6.5523 -2.0146 -3.7913
C -3.5403 -0.9712 -3.3190
N -2.3121 -0.3633 -2.8287
C -2.0568 0.1541 -1.6008
C -3.1634 0.1131 -0.5805
O -0.9562 0.6342 -1.3510
H -3.3232 -1.9984 -3.6264
H -3.8918 -0.4149 -4.1780
H -4.3150 -0.9816 -2.5603
H -1.5281 -0.3022 -3.4573
H -2.8120 0.5612 0.3426
H -4.0242 0.6774 -0.9304
H -3.4524 -0.9205 -0.3797
C 7.1458 -3.3392 3.1610
N 6.9688 -2.4823 1.9950
C 6.8827 -2.8366 0.6886
C 6.9776 -4.3034 0.3564
O 6.7330 -1.9814 -0.1749
H 6.2978 -3.1950 3.8327
H 8.0572 -3.0480 3.6828
H 7.2081 -4.3864 2.8813
H 6.8965 -1.4891 2.1398
H 6.8923 -4.4289 -0.7192
H 7.9394 -4.7044 0.6786
H 6.1677 -4.8547 0.8358
C 0.8490 3.4355 -2.7426
N 1.3924 3.6409 -4.0753
C 1.9943 2.7342 -4.8890
C 2.1364 1.3281 -4.3691
O 2.3962 3.0652 -5.9939
H -0.2134 3.6844 -2.7466
H 1.3612 4.0984 -2.0418
H 0.9670 2.4086 -2.4120
H 1.3313 4.5603 -4.4802
H 2.6308 0.7198 -5.1220
H 2.7438 1.3193 -3.4626
H 1.1546 0.8984 -4.1648
C 8.7206 -0.3653 8.3321
N 8.6901 -1.5719 7.5262
C 8.3358 -1.7067 6.2226
C 7.9133 -0.4624 5.4831
O 8.3653 -2.8060 5.6876
H 9.7356 -0.2064 8.7004
H 8.0534 -0.4887 9.1870
H 8.4099 0.5039 7.7623
H 8.9607 -2.4407 7.9576
H 7.6623 -0.7255 4.4605
H 7.0340 -0.0205 5.9534
H 8.7269 0.2635 5.4639
C -7.3180 0.3132 3.5217
N -6.7913 0.7833 2.2528
C -5.5504 1.2662 1.9814
C -4.5653 1.3389 3.1195
O -5.2614 1.6255 0.8503
H -7.6313 -0.7271 3.4161
H -8.1872 0.9145 3.7935
H -6.5785 0.3826 4.3122
H -7.3962 0.7636 1.4481
H -3.6258 1.7431 2.7522
H -4.9438 1.9926 3.9049
H -4.3797 0.3448 3.5272
C -8.4858 -2.5439 -6.1855
N -7.6478 -1.5793 -5.4980
C -6.3812 -1.1931 -5.8028
C -5.7264 -1.8253 -7.0036
O -5.8099 -0.3611 -5.1138
H -9.3983 -2.0492 -6.5231
H -8.7566 -3.3422 -5.4920
H -7.9786 -2.9750 -7.0419
H -8.0212 -1.1164 -4.6854
H -4.7259 -1.4178 -7.1156
H -5.6494 -2.9053 -6.8703
H -6.2950 -1.6036 -7.9076
C -5.1121 5.6202 2.6930
N -5.3131 4.8993 3.9372
C -5.3886 5.3930 5.2009
C -5.2504 6.8827 5.3805
O -5.5629 4.6371 6.1443
H -5.9599 5.4356 2.0310
H -4.2063 5.2522 2.2081
H -5.0174 6.6877 2.8608
H -5.4130 3.9013 3.8967
H -5.3320 7.1190 6.4374
H -4.2768 7.2203 5.0225
H -6.0435 7.4058 4.8445

Forces on the atoms, in the same order (eV/Å):
C -0.104 -0.531 -0.834
C -0.584 0.920 1.027
O -0.008 0.237 -0.425
C 1.013 -0.542 -0.535
Si 0.110 0.529 -0.797
O -1.368 -0.831 1.046
H -0.127 0.153 0.118
H -0.039 -0.103 0.250
H 0.186 0.214 0.041
H 0.284 -0.542 0.010
H 0.100 -0.156 -0.182
H -0.034 -0.007 0.300
H -0.243 0.137 0.237
H -0.082 -0.109 -0.155
H -0.017 0.084 -0.110
H 0.714 0.507 -0.029
C 0.673 0.015 -0.179
N -0.119 0.011 0.446
C 0.236 -0.067 -0.118
C 0.180 -0.081 -0.106
O 0.067 0.058 0.014
H -0.197 -0.032 0.034
H -0.211 -0.050 -0.009
H 0.044 0.071 0.029
H 0.001 -0.004 -0.065
H 0.065 0.051 -0.065
H -0.094 -0.097 0.068
H -0.134 0.035 -0.051
C 0.090 0.545 -0.307
N -0.057 -0.440 -0.255
C -0.045 0.379 0.008
C 0.010 -0.039 -0.093
O 0.152 -0.087 0.020
H 0.095 -0.178 0.129
H -0.271 -0.292 -0.055
H -0.048 0.043 -0.086
H -0.004 0.050 0.011
H -0.017 0.091 0.009
H -0.076 -0.093 0.085
H 0.099 -0.079 0.056
C 0.039 0.392 -0.245
N 0.058 -0.293 0.088
C 0.017 0.252 -0.213
C 0.065 -0.115 -0.074
O 0.008 -0.084 0.026
H -0.015 -0.130 0.172
H -0.062 -0.105 0.123
H -0.060 0.000 -0.046
H -0.014 0.041 -0.008
H 0.010 0.108 -0.060
H -0.140 -0.093 0.082
H 0.043 0.022 0.184
C 0.119 -0.445 0.164
N -0.113 0.225 -0.226
C 0.097 -0.334 0.110
C -0.017 0.011 -0.045
O 0.143 0.244 0.434
H -0.054 0.179 0.034
H 0.008 0.190 0.017
H -0.005 -0.047 -0.045
H 0.017 -0.021 0.037
H 0.027 -0.074 0.018
H 0.071 0.115 0.003
H -0.090 0.089 0.045
C -0.252 0.003 -0.413
N 0.256 0.041 0.196
C -0.101 0.026 -0.290
C 0.089 0.020 -0.059
O -0.093 0.133 0.178
H 0.007 -0.007 0.188
H 0.030 -0.064 0.180
H 0.029 0.032 -0.046
H -0.042 -0.005 -0.016
H -0.063 0.006 -0.087
H 0.053 -0.216 0.208
H -0.040 0.062 0.150
C -0.133 0.255 0.402
N 0.201 -0.102 -0.220
C -0.025 0.193 0.197
C 0.073 0.002 -0.031
O -0.193 -0.041 -0.218
H -0.024 -0.151 -0.118
H -0.047 -0.104 -0.157
H 0.049 0.041 0.021
H -0.038 0.013 0.021
H -0.035 0.054 0.080
H -0.070 -0.012 -0.124
H -0.002 -0.138 -0.022
C -0.045 -0.498 0.015
N 0.022 0.476 0.081
C -0.042 -0.293 0.122
C 0.003 0.061 0.059
O 0.002 0.059 0.016
H 0.067 0.143 -0.103
H -0.016 0.149 -0.113
H -0.009 -0.019 0.079
H -0.026 -0.067 -0.079
H -0.012 -0.111 0.004
H -0.073 0.089 -0.087
H 0.105 0.070 -0.069

Results
highest occupied orbital energy	-8.6	eV
SMILES string	CCOC[SiH2]O.CNC(C)=O.CNC(C)=O.CNC(C)=O.CNC(C)=O.CNC(C)=O.CNC(C)=O.CNC(C)=O
spin multiplicity	1
E_tot	-62583.1245	eV



DFT (wB97M-V/def2-TZVPD) results for a molecular structure, C24H60F2K4NO20P4S2 in a non-equilibrium geometry.

CARTESIAN COORDINATES (ANGSTROEM)
K 5.1841 2.1808 -8.9748
K -0.6281 -6.6995 -9.5036
K -2.7008 4.7104 -4.8294
K -5.2832 -0.5295 -3.9720
N -0.9031 0.0205 -6.0470
S -0.8190 -0.2168 -7.7577
O -1.3506 -1.5060 -8.2702
O 0.2513 0.4676 -8.4841
F -2.1068 0.7716 -7.9357
S 0.4762 -0.6913 -5.8703
O 1.6516 0.1069 -6.2057
O 0.5218 -2.1543 -6.1015
F 0.6599 -0.5288 -4.2446
C -4.8283 1.8517 -18.0304
C -5.9360 2.7021 -18.6230
O -5.4304 4.0236 -18.8158
P -5.6724 5.2889 -17.8054
O -5.7994 6.6574 -18.4586
O -7.0402 4.8893 -16.9145
C -8.2669 5.3844 -17.2781
C -9.2466 4.3040 -17.7746
O -4.4747 5.1411 -16.6676
C -4.4151 5.9212 -15.5135
C -5.0610 5.1379 -14.3132
H -5.2941 0.8671 -17.9880
H -4.1129 1.8741 -18.8524
H -4.4622 2.3283 -17.1210
H -6.2651 2.2978 -19.5803
H -6.8235 2.7232 -17.9905
H -8.7559 5.9286 -16.4702
H -8.1320 6.1705 -18.0211
H -8.7678 3.7979 -18.6128
H -9.4356 3.5593 -17.0013
H -10.1907 4.6813 -18.1676
H -3.3874 6.2086 -15.2918
H -4.9069 6.8719 -15.7197
H -4.4978 4.2433 -14.0478
H -5.0783 5.7941 -13.4431
H -6.1055 4.8505 -14.4339
C -2.0943 -4.2055 7.7231
C -1.0002 -3.7273 6.7572
O 0.0682 -3.2684 7.5656
P 0.3014 -1.7089 8.0016
O 1.6173 -1.4175 8.6524
O -0.9271 -1.4419 8.9470
C -1.1264 -0.1448 9.5269
C -2.1479 -0.2690 10.6975
O -0.1393 -0.7756 6.7329
C 0.7910 -0.2913 5.8310
C 0.7171 -1.0515 4.4745
H -2.3795 -3.4372 8.4417
H -2.9450 -4.6499 7.2064
H -1.7248 -5.0067 8.3632
H -0.7224 -4.6370 6.2249
H -1.2471 -3.0045 5.9795
H -0.1936 0.2232 9.9540
H -1.4506 0.5786 8.7787
H -2.3978 0.6577 11.2141
H -3.1103 -0.6629 10.3705
H -1.6969 -0.9463 11.4227
H 0.5039 0.7297 5.5795
H 1.8265 -0.2624 6.1703
H -0.3139 -0.9182 4.1469
H 1.2563 -0.4996 3.7045
H 0.9950 -2.0974 4.6043
C 11.7094 -3.9520 4.1037
C 11.2046 -2.5423 3.7400
O 10.1631 -2.5819 2.8028
P 8.9660 -1.4831 2.5929
O 8.1879 -1.2432 3.8361
O 8.2312 -2.0595 1.2472
C 8.7725 -2.1246 -0.0775
C 7.5784 -1.8564 -1.0474
O 9.7104 -0.1032 2.0028
C 10.1777 0.8760 2.8800
C 10.9607 1.8818 1.9864
H 12.4469 -3.7974 4.8912
H 10.7968 -4.4923 4.3552
H 12.0595 -4.4995 3.2286
H 10.8464 -2.0597 4.6493
H 12.0233 -1.9539 3.3258
H 9.5474 -1.3764 -0.2441
H 9.1970 -3.1270 -0.1314
H 7.8989 -1.8548 -2.0892
H 6.8584 -2.6611 -0.8989
H 7.2979 -0.8098 -0.9286
H 9.3372 1.1845 3.5017
H 10.8056 0.3806 3.6205
H 11.1467 2.7469 2.6229
H 11.9614 1.5182 1.7532
H 10.5411 2.1195 1.0089
C -8.1419 -5.6443 -7.8350
C -8.1834 -4.3928 -8.7173
O -9.5509 -4.0334 -8.9760
P -10.0151 -2.5106 -8.7043
O -9.3378 -1.8642 -7.5413
O -9.7175 -1.7874 -10.1599
C -8.3933 -1.7624 -10.6253
C -8.1972 -0.4541 -11.4274
O -11.6239 -2.6411 -8.6250
C -12.3130 -1.6578 -7.8351
C -13.7171 -2.2942 -7.8042
H -8.5252 -6.5839 -8.2329
H -7.1051 -5.9082 -7.6266
H -8.6618 -5.5066 -6.8870
H -7.5410 -3.6648 -8.2219
H -7.8525 -4.6059 -9.7338
H -7.6789 -1.8160 -9.8039
H -8.1680 -2.7041 -11.1259
H -7.2164 -0.5324 -11.8964
H -8.8252 -0.2932 -12.3036
H -8.2595 0.3831 -10.7321
H -11.8646 -1.4793 -6.8578
H -12.1874 -0.7180 -8.3728
H -14.3931 -1.4706 -7.5743
H -14.1477 -2.7506 -8.6955
H -13.7918 -3.0282 -7.0019

Forces on the atoms, in the same order (eV/Å):
K -0.023 -0.072 0.040
K 0.048 0.000 0.003
K 0.153 0.169 -0.068
K -0.096 -0.280 -0.056
N 0.413 -0.897 -3.277
S -3.517 0.474 -2.771
O 1.562 2.937 1.476
O -1.924 -1.419 1.420
F 0.569 -0.339 -0.242
S 5.806 -2.121 4.753
O -1.385 -1.094 -0.659
O -0.393 3.145 0.159
F -1.294 -0.529 -0.837
C -0.982 0.518 -1.500
C -0.362 -0.132 0.873
O -0.232 2.424 1.026
P -0.843 1.282 0.014
O 0.578 -3.476 1.483
O 3.590 -0.609 -0.208
C -2.797 1.335 -1.134
C 1.001 -0.112 -0.271
O -1.133 -1.231 -2.809
C -1.345 0.186 1.452
C 0.349 0.948 -0.155
H 0.597 -0.266 0.679
H 0.659 -0.354 0.537
H 0.062 -0.570 0.047
H 0.229 0.305 -0.189
H 0.056 0.140 0.123
H 0.342 -0.185 0.593
H -0.072 -0.136 -0.357
H -0.050 -0.199 -0.087
H -0.077 0.045 0.050
H 0.082 0.312 0.312
H 0.170 -0.484 -0.124
H -0.348 0.063 0.310
H 0.157 0.036 -0.190
H 0.260 0.095 0.149
H 0.103 0.063 -0.625
C -0.177 0.165 0.047
C -1.000 -0.986 0.628
O 1.440 2.028 0.235
P 1.037 -0.426 0.537
O -1.869 -0.594 -1.716
O -0.622 -0.069 0.017
C -0.659 0.675 1.344
C 0.442 -0.419 -0.664
O -0.029 -1.348 1.724
C 1.054 0.523 -2.604
C -0.667 0.901 0.921
H -0.323 0.193 -0.395
H -0.177 0.360 -0.097
H 0.456 -0.078 -0.225
H 0.781 0.129 -0.040
H -0.430 0.260 0.348
H 0.180 -0.138 -0.155
H -0.101 -0.221 -0.218
H 0.485 0.245 -0.255
H 0.131 -0.253 -0.167
H -0.240 -0.055 0.077
H 0.012 0.207 0.339
H -0.143 -0.194 0.544
H -0.263 -0.633 0.016
H 0.639 -0.361 0.167
H 0.045 0.088 -0.396
C -1.377 0.895 -0.958
C 0.923 0.065 0.780
O -2.009 0.539 -1.679
P 1.431 0.346 -0.395
O 0.511 -0.309 -1.878
O 0.406 1.162 2.512
C -0.501 0.138 -0.498
C 1.706 -0.259 0.278
O -1.752 -3.455 -0.711
C 0.627 0.181 -0.009
C 0.265 -0.213 1.536
H -0.115 -0.648 -0.011
H 0.278 -0.212 0.866
H 0.592 0.299 0.047
H 0.035 0.073 0.125
H 0.067 0.171 -0.026
H 0.065 -0.027 0.245
H 0.017 0.061 -0.530
H 0.327 -0.516 -0.071
H -0.467 0.644 0.027
H -0.787 -0.313 0.573
H -0.083 0.992 -0.396
H 0.681 0.288 -0.023
H -0.177 0.445 -0.414
H -0.031 -0.450 0.161
H -0.630 0.104 0.440
C 0.215 -0.417 0.058
C -0.312 -1.802 -0.271
O -0.468 1.467 0.915
P -0.119 -0.060 -0.678
O -0.492 -0.453 -1.083
O -1.598 -0.707 2.242
C 0.540 0.521 -0.526
C 0.726 -1.154 -0.028
O 3.588 -0.259 -0.324
C -1.113 -0.730 -1.053
C -0.466 1.571 1.102
H -0.422 0.376 -0.573
H 0.238 0.304 0.200
H 0.081 0.312 0.006
H -0.538 0.579 -0.237
H 0.759 -0.095 0.221
H 0.049 0.599 0.376
H -0.285 0.157 -0.840
H 0.395 0.351 0.334
H -0.618 -0.302 0.451
H 0.055 0.047 -0.242
H -0.060 -0.550 0.098
H -0.706 0.147 -0.077
H -0.348 -0.104 0.318
H 0.860 0.176 -0.336
H 0.124 0.058 0.001

Results
highest occupied orbital energy	-13.1	eV
spin multiplicity	1
total charge	+3
E_tot	-197847.9039	eV